# 1
Density functional theory data (wB97M-V/def2-TZVPD) for a structure of composition C28H41BCl2GdN6S3 in a non-equilibrium geometry.

The calculation puts the HOMO-LUMO gap (spin up / spin down) at 0.227 / 0.132 Ha. Its total charge is +3. Its expectation value of S² is 15.784. Its spin multiplicity is 8. The value obtained for the lowest unoccupied orbital energy (spin up / spin down) is -10.1 / -13.3 eV. The calculation puts the total energy at -117670.7593 eV.

XYZ file:
```
82
Properties=species:S:1:pos:R:3:forces:R:3:mulliken_spin:R:1
Gd 3.5974 -19.1512 3.7911 -1.97 -1.43 1.06 5.444
C 4.2729 -23.7285 6.8252 -1.14 0.37 -0.77 0.001
C 4.9539 -23.3515 5.5083 0.29 0.47 -0.13 -0.008
C 5.5275 -24.2830 4.6927 -0.52 -0.09 0.35 0.009
C 6.0117 -24.0043 3.4062 1.29 0.90 -0.34 0.018
N 5.9768 -22.7602 2.9692 0.57 -0.82 -0.50 -0.010
N 5.5529 -21.7929 3.7539 -0.74 0.30 1.24 0.155
B 5.6420 -20.4255 3.0676 -0.48 -1.01 -0.72 0.138
N 5.6054 -20.5187 1.5533 -1.92 1.23 -0.17 0.128
N 6.7828 -20.2579 0.9656 0.30 -1.70 -0.47 0.017
C 6.9197 -20.7568 -0.2476 0.54 0.78 0.20 0.016
C 5.8178 -21.2638 -0.9958 -1.09 -0.24 0.66 0.009
C 4.5199 -21.3279 -0.5012 1.48 0.89 0.94 0.003
C 3.3486 -21.8373 -1.3082 -0.71 1.36 0.10 0.001
C 4.4453 -20.8000 0.8789 -0.02 -1.33 -0.71 -0.038
S 2.8914 -20.6786 1.6512 0.67 0.18 0.47 0.029
C 8.3146 -20.6649 -0.8668 -0.65 0.14 -0.51 -0.002
C 9.2047 -19.8487 0.0254 0.89 1.02 1.28 0.002
C 8.1464 -19.9572 -2.2430 1.42 -1.19 -0.43 0.001
C 8.8874 -22.0695 -1.1445 -0.98 -0.31 0.29 0.000
N 6.5270 -19.3721 3.6603 1.42 -1.53 1.37 0.055
N 7.5089 -20.0399 4.3860 -1.69 2.22 -1.71 0.232
C 8.4955 -19.2702 4.8443 0.28 -1.12 0.96 -0.015
C 8.5325 -17.9283 4.6063 1.47 1.62 -1.05 0.053
C 7.6019 -17.2729 3.8238 0.73 0.73 0.03 0.042
C 7.8509 -15.8713 3.3856 -0.99 1.25 -0.14 -0.004
C 6.4883 -18.0284 3.4639 -1.59 0.14 -0.86 -0.032
S 5.0332 -17.1653 2.8345 2.31 -0.23 -0.05 0.736
C 9.5891 -19.9820 5.6036 -0.32 -0.02 0.78 0.016
C 9.4860 -19.5314 7.1247 1.73 1.64 0.79 0.004
C 9.1812 -21.4352 5.6267 -0.14 -1.39 -0.16 -0.001
C 10.9478 -19.7419 4.8560 -0.60 0.00 -0.54 0.000
C 5.0459 -22.0287 5.0011 -1.01 0.55 0.19 -0.051
S 4.3035 -20.7679 5.9508 0.28 1.01 -1.22 0.018
C 6.8126 -24.9876 2.5381 -1.01 -1.74 0.78 0.003
C 5.9714 -26.2818 2.4324 0.28 -1.20 -0.65 0.000
C 7.0256 -24.3905 1.1556 0.00 0.30 -0.96 0.002
C 8.1239 -25.3988 3.3085 -0.54 1.32 -0.43 0.001
H 3.6423 -22.9062 7.2240 1.09 -0.23 0.07 0.001
H 4.9741 -24.1556 7.5522 -0.29 0.24 -0.15 0.000
H 3.4536 -24.4418 6.5995 0.84 -0.21 -0.01 0.000
H 5.4996 -25.2590 5.0858 0.24 -1.34 0.02 -0.001
H 6.0197 -21.5473 -2.0091 -0.05 -0.36 -0.31 0.000
H 2.4013 -21.3585 -1.0428 0.20 0.08 0.53 0.000
H 3.1371 -22.8897 -1.2208 0.42 -0.52 0.10 0.000
H 3.4034 -21.5454 -2.3555 0.64 -0.33 -0.12 0.000
H 8.7573 -18.8479 0.2814 0.43 -0.73 -0.61 0.000
H 10.1980 -19.6913 -0.4594 -0.75 -0.11 0.45 0.000
H 9.3486 -20.3078 1.0387 0.08 0.04 -0.95 -0.001
H 7.6727 -19.0128 -2.1011 0.02 0.99 -0.11 0.000
H 7.5052 -20.5386 -2.9077 0.07 -0.03 -0.01 0.000
H 9.1534 -19.9112 -2.7806 -1.36 0.33 0.85 0.001
H 9.0704 -22.7233 -0.2680 -0.12 0.65 -0.29 0.000
H 9.8124 -21.9316 -1.6849 0.22 -0.18 -0.22 0.000
H 8.1417 -22.5770 -1.7819 0.60 -0.12 0.05 0.000
H 9.4767 -17.3946 4.7859 -0.54 -0.18 0.42 -0.001
H 7.7495 -15.2049 4.2708 0.07 -0.27 -0.45 0.010
H 7.1390 -15.4789 2.6065 0.69 -0.60 0.82 0.001
H 8.8661 -15.7083 3.0079 -0.08 -0.36 0.14 0.005
H 8.5644 -18.9950 7.4431 0.30 -0.46 -0.65 -0.001
H 10.3296 -18.8072 7.4053 -1.07 -0.88 -0.57 0.000
H 9.6098 -20.3610 7.8466 -0.08 0.16 -0.75 0.000
H 8.1657 -21.4852 6.0797 0.83 -0.38 0.17 0.002
H 9.9132 -22.1301 6.1057 -0.63 0.87 -0.04 -0.001
H 9.0291 -21.8073 4.6169 0.17 -0.20 -0.26 0.001
H 11.3354 -18.7121 4.9542 0.01 -0.62 0.33 0.000
H 10.8602 -19.9204 3.7542 -0.34 0.09 0.75 0.000
H 11.6522 -20.5105 5.1667 0.24 0.37 0.39 0.000
H 5.0141 -26.1142 1.9257 -0.06 0.13 0.41 0.000
H 5.8414 -26.7150 3.4421 -0.22 0.06 -0.62 0.000
H 6.4445 -27.0952 1.7850 -0.15 1.22 0.96 0.001
H 6.0310 -24.3123 0.5768 1.49 -0.16 0.90 0.000
H 7.7694 -24.9501 0.5257 -0.82 0.28 0.74 0.000
H 7.4125 -23.3746 1.3069 0.00 -0.20 -0.45 -0.001
H 8.0645 -25.8723 4.2874 -0.79 -0.23 -0.12 0.000
H 8.6944 -24.5079 3.5009 0.58 0.54 -0.11 0.000
H 8.6860 -26.0344 2.6606 0.44 -0.48 -0.40 0.000
Cl 2.7631 -17.6150 6.0805 -0.77 0.26 0.05 0.003
C 1.0026 -17.8915 5.6900 1.05 -1.96 -1.00 0.002
Cl 0.8759 -18.2499 3.8882 -0.07 0.51 0.37 0.009
H 0.3939 -17.0455 5.9509 -0.16 0.18 0.16 0.000
H 0.7790 -18.9070 6.0625 -0.27 1.11 0.56 -0.002
```
Forces are in eV/Å.



# 2
Density functional theory data (wB97M-V/def2-TZVPD) for a structure of composition C28H41BeN6O3SSe2Si in a non-equilibrium geometry.

The calculation puts the HOMO-LUMO gap at 0.271 Ha. Its total charge is +1. As for the energy relative to the best compared isomer or geometry (same formula, charge and spin): 19.9 kcal/mol. Its spin multiplicity is 1. The value obtained for the lowest unoccupied orbital energy is -2.9 eV. The calculation puts the total energy at -194595.5473 eV.

XYZ file:
```
83
Properties=species:S:1:pos:R:3:forces:R:3:mulliken_charge:R:1
Be 1.1801 -1.8875 -0.0178 -0.02 0.17 -0.45 -0.174
N 0.4948 -3.1137 3.7973 -0.21 -0.17 -0.38 -0.023
C 1.3416 -2.1602 4.2820 0.35 0.31 0.09 -1.007
C 1.9278 -1.5659 3.1990 -0.08 -0.11 0.40 -0.335
N 1.4549 -2.1373 2.0691 -0.82 -0.97 0.10 0.702
C 0.5889 -3.0605 2.4431 0.81 0.64 0.83 0.013
C -0.0903 -3.7444 1.4047 -0.59 -0.40 -0.80 -0.010
N 0.0476 -3.2853 0.1635 -0.07 0.33 1.05 0.715
C -0.6867 -4.1128 -0.6317 -0.20 -0.34 -0.05 -0.084
C -1.2457 -5.0917 0.1305 -0.12 0.09 -0.51 -1.177
N -0.8690 -4.8460 1.4201 0.30 0.35 0.21 0.033
H -0.1016 -3.7063 4.3521 0.03 0.08 -0.04 0.162
H 1.4638 -1.9815 5.3286 0.00 0.00 0.26 0.449
H 2.6434 -0.7700 3.1699 0.12 0.20 0.06 0.494
H -0.7718 -3.9732 -1.6894 0.00 0.01 -0.19 0.443
H -1.8651 -5.9208 -0.1338 -0.19 -0.17 -0.06 0.444
H -1.1447 -5.3894 2.2209 0.07 0.03 0.01 0.162
Se 2.7050 -4.6699 -0.4995 0.33 -0.23 0.30 0.002
Se 2.7910 -4.0374 -2.6889 0.01 0.13 -0.58 0.027
C 1.2253 -2.9386 -3.0018 0.23 -0.43 -0.17 0.197
C 0.6044 -3.1512 -4.2314 0.17 -0.04 0.18 -0.788
C -0.4753 -2.3568 -4.5732 0.03 0.17 0.16 -0.724
C -0.8902 -1.3959 -3.6647 0.06 -0.15 -0.16 -1.044
C -0.2188 -1.2757 -2.4600 -0.34 0.26 -0.26 -0.192
N 0.8324 -2.0222 -2.1257 0.23 -0.12 0.42 0.420
C 3.6380 -3.1318 0.1865 0.35 -0.68 -0.24 0.353
C 4.9153 -3.2796 0.7013 -0.15 0.00 0.03 -0.828
C 5.5866 -2.1464 1.1324 -0.20 0.04 -0.01 -0.370
C 4.9580 -0.9202 0.9931 0.12 -0.15 -0.09 -1.088
C 3.6873 -0.8751 0.4476 0.34 0.43 0.02 -0.212
N 3.0240 -1.9634 0.0668 -0.28 -0.01 -0.21 0.704
H 0.9597 -3.9334 -4.8888 0.00 0.01 0.02 0.483
H -0.9812 -2.4887 -5.5189 -0.02 -0.02 -0.04 0.466
H -1.7256 -0.7493 -3.8789 -0.05 0.08 0.04 0.362
H -0.5398 -0.5453 -1.7368 -0.04 -0.03 0.06 0.766
H 5.3621 -4.2611 0.7504 0.02 -0.02 0.00 0.465
H 6.5760 -2.2230 1.5546 0.12 0.01 0.03 0.455
H 5.4456 -0.0069 1.2960 -0.01 0.09 -0.01 0.525
H 3.1526 0.0545 0.3420 -0.04 0.13 -0.02 0.516
C -2.2888 2.0976 3.7036 0.25 0.11 -0.28 -1.752
C -1.2633 2.5282 2.6521 -0.03 0.26 0.57 1.697
C 0.1472 2.1811 3.1160 -0.27 -0.07 -0.14 -1.422
C -1.3662 4.0227 2.3487 -0.03 -0.31 0.01 -1.579
O -1.5951 1.8000 1.4797 -0.28 -0.11 0.12 -0.077
Si -0.8349 1.4710 0.1003 0.92 -0.83 0.03 -1.848
S 0.7296 0.0533 0.3997 -0.57 0.56 -0.02 -0.200
O -1.9528 0.8275 -0.8863 0.05 -0.11 -0.26 0.990
C -3.2946 1.2832 -1.0850 -0.64 0.02 -0.23 1.640
C -4.2083 0.5167 -0.1292 0.27 0.10 -0.16 -1.621
C -3.4162 2.7818 -0.8312 0.12 -0.16 -0.06 -1.437
C -3.6524 0.9681 -2.5384 0.10 0.09 0.37 -1.682
O -0.1397 2.8310 -0.4391 -0.24 0.23 0.17 0.767
C 0.6973 3.1705 -1.5377 0.42 0.28 -0.37 1.791
C 2.1297 2.7215 -1.2481 -0.26 0.02 0.00 -1.570
C 0.6474 4.6951 -1.6564 -0.02 -0.39 0.04 -1.965
C 0.2096 2.5124 -2.8287 -0.04 0.11 0.34 -1.207
H -2.0846 2.5809 4.6533 0.01 0.08 0.18 0.456
H -2.2472 1.0182 3.8353 0.02 -0.09 0.04 0.310
H -3.2907 2.3673 3.3820 -0.14 0.03 -0.04 0.337
H 0.3656 2.6781 4.0570 0.06 0.09 0.09 0.599
H 0.8627 2.4901 2.3609 0.24 0.10 -0.07 0.231
H 0.2418 1.1055 3.2395 0.03 -0.14 0.08 0.146
H -1.0525 4.6130 3.2041 0.05 0.09 0.14 0.517
H -2.3900 4.2897 2.1020 -0.15 0.05 -0.04 0.371
H -0.7336 4.2533 1.4968 0.09 0.12 -0.06 0.115
H -3.8834 0.6910 0.8925 -0.02 0.02 0.14 0.152
H -4.1592 -0.5491 -0.3383 0.01 -0.15 -0.02 0.307
H -5.2364 0.8492 -0.2424 -0.14 0.03 0.00 0.434
H -3.1791 2.9981 0.2040 -0.06 0.13 0.13 0.263
H -4.4256 3.1219 -1.0425 -0.13 0.02 -0.04 0.558
H -2.7209 3.3290 -1.4607 0.07 0.14 -0.14 0.248
H -3.6077 -0.1047 -2.7099 0.00 -0.13 -0.03 0.250
H -2.9612 1.4712 -3.2116 0.06 0.04 -0.09 0.302
H -4.6592 1.3141 -2.7524 -0.14 0.01 -0.08 0.510
H 2.4930 3.2012 -0.3441 0.09 0.09 0.16 0.322
H 2.7814 2.9846 -2.0758 0.10 0.07 -0.13 0.500
H 2.1456 1.6453 -1.1007 0.09 -0.03 -0.06 0.164
H 0.9703 5.1469 -0.7223 0.02 0.06 0.11 0.367
H -0.3606 5.0351 -1.8774 -0.15 0.03 -0.03 0.412
H 1.3123 5.0216 -2.4496 0.09 0.11 -0.13 0.440
H 0.3862 1.4401 -2.7915 0.04 -0.16 -0.05 0.125
H 0.7361 2.9340 -3.6804 0.09 -0.02 -0.11 0.600
H -0.8550 2.6790 -2.9609 -0.18 0.08 -0.05 0.140
```
Forces are in eV/Å.



# 3
Density functional theory data (wB97M-V/def2-TZVPD) for the ion C28H41N2O2 with charge +1.

The calculation puts the HOMO-LUMO gap at 0.293 Ha. Its total charge is +1. Its structure (SMILES) is CCCCCc1ccc(OCCOCCn2c[n+](C)c3ccccc32)c(CCCCC)c1. As for the energy relative to the best compared isomer or geometry (same formula, charge and spin): 2.4 kcal/mol. Its spin multiplicity is 1. The value obtained for the lowest unoccupied orbital energy is -2.9 eV. The calculation puts the total energy at -36771.8613 eV.

XYZ file:
```
73
Properties=species:S:1:pos:R:3:forces:R:3:mulliken_charge:R:1
C -7.3026 -2.6673 0.4340 0.18 0.09 0.15 -1.394
C -5.9219 -2.0289 0.5240 -0.10 -0.14 -0.28 -0.121
C -5.2615 -1.9311 -0.8498 0.09 0.27 0.24 -0.863
C -3.9312 -1.1799 -0.8371 -0.13 -0.38 -0.04 -0.277
C -2.8214 -1.9316 -0.0887 -0.17 0.29 -0.16 -1.566
C -1.5334 -1.1716 -0.1868 0.06 -0.20 0.04 0.626
C -0.6172 -1.4333 -1.1934 -0.09 0.11 0.10 -0.973
C 0.5506 -0.6966 -1.3043 0.18 0.27 -0.13 -0.821
C 0.8120 0.3318 -0.4121 -0.15 -0.07 0.08 0.644
O 1.9809 1.0635 -0.4051 -0.23 -0.01 0.23 0.015
C 2.7068 1.1827 -1.6054 0.45 0.23 -0.16 -0.415
C 3.7934 2.2387 -1.3777 -0.49 -0.16 -0.19 -0.907
O 4.7664 1.8377 -0.4370 0.29 -0.28 0.32 -0.385
C 5.7082 0.8902 -0.8885 0.04 -0.03 0.13 -0.349
C 5.9797 -0.0872 0.2664 0.28 0.71 -0.55 -1.119
N 4.7421 -0.6686 0.7226 -0.36 -0.07 0.47 0.291
C 4.0006 -0.2185 1.7305 0.01 0.08 0.04 -0.004
N 2.8878 -0.9259 1.8667 0.59 0.16 -0.27 0.270
C 1.8827 -0.7796 2.8822 -0.59 0.02 0.56 -0.846
C 2.8717 -1.8803 0.8724 0.51 -0.38 -0.77 0.530
C 1.9438 -2.8608 0.5434 0.16 0.02 0.11 -0.823
C 2.2410 -3.6592 -0.5410 -0.02 0.03 0.15 -0.651
C 3.4192 -3.4948 -1.2760 0.07 0.06 -0.02 -0.804
C 4.3477 -2.5253 -0.9567 0.04 0.12 0.04 -0.692
C 4.0584 -1.7123 0.1335 -0.82 -0.53 0.07 0.525
C -0.1167 0.6420 0.5906 0.21 0.09 0.00 0.087
C 0.0965 1.8401 1.4720 0.08 0.15 -0.21 -0.953
C -0.3514 3.1244 0.7570 -0.19 -0.15 0.18 -0.775
C -1.8475 3.1448 0.4595 0.30 0.34 -0.16 -0.334
C -2.2753 4.4410 -0.2245 -0.21 -0.25 0.08 -0.445
C -3.7684 4.4513 -0.5266 0.23 0.11 -0.01 -1.305
C -1.2638 -0.1276 0.6914 0.19 -0.10 -0.13 -0.215
H -7.7579 -2.7352 1.4189 -0.12 -0.05 0.05 0.381
H -7.2330 -3.6701 0.0185 -0.05 -0.12 -0.04 0.338
H -7.9554 -2.0775 -0.2053 -0.11 0.03 -0.07 0.348
H -5.2997 -2.6238 1.1955 0.05 0.06 0.08 0.238
H -6.0138 -1.0274 0.9509 0.07 0.04 0.07 0.278
H -5.1078 -2.9358 -1.2502 -0.04 -0.06 -0.09 0.339
H -5.9429 -1.4094 -1.5256 -0.05 -0.07 -0.06 0.374
H -4.0712 -0.1992 -0.3770 0.03 0.10 -0.03 0.224
H -3.6036 -1.0178 -1.8670 0.05 0.09 0.00 0.345
H -3.1040 -2.0452 0.9585 0.02 -0.11 0.03 0.416
H -2.7062 -2.9244 -0.5273 -0.01 -0.07 0.06 0.377
H -0.8118 -2.2212 -1.9052 -0.04 -0.13 -0.09 0.507
H 1.2453 -0.9295 -2.0967 0.12 -0.04 -0.06 0.424
H 2.0533 1.5074 -2.4243 0.03 -0.04 0.04 0.589
H 3.1582 0.2187 -1.8856 -0.07 0.10 -0.02 0.144
H 4.2571 2.5014 -2.3354 -0.03 0.01 0.04 0.399
H 3.3351 3.1275 -0.9407 -0.01 -0.02 -0.17 0.340
H 6.6475 1.3888 -1.1611 -0.09 -0.12 -0.01 0.470
H 5.3378 0.3450 -1.7633 0.03 0.00 0.03 0.344
H 6.4269 0.4619 1.0962 0.00 -0.14 -0.02 0.407
H 6.6576 -0.8790 -0.0566 -0.03 0.04 0.13 0.410
H 4.2752 0.6160 2.3479 0.02 0.10 0.10 0.430
H 2.1031 0.0894 3.4971 0.02 -0.01 -0.04 0.382
H 1.8607 -1.6708 3.5117 0.06 0.06 -0.03 0.363
H 0.9059 -0.6511 2.4126 0.12 0.02 0.03 0.225
H 1.0311 -2.9838 1.1017 -0.16 0.00 0.06 0.431
H 1.5471 -4.4302 -0.8344 -0.09 -0.07 -0.02 0.472
H 3.6049 -4.1441 -2.1168 0.04 -0.06 -0.08 0.426
H 5.2534 -2.4067 -1.5293 0.11 0.00 -0.08 0.456
H 1.1558 1.9379 1.7159 0.00 -0.03 0.14 0.306
H -0.4742 1.7303 2.3962 0.03 -0.04 0.06 0.555
H -0.0984 3.9793 1.3877 0.05 0.07 -0.03 0.496
H 0.2067 3.2227 -0.1763 0.07 0.06 -0.03 0.169
H -2.1033 2.2999 -0.1843 -0.08 -0.04 0.02 0.202
H -2.4035 3.0334 1.3936 -0.08 -0.08 0.06 0.247
H -2.0293 5.2886 0.4190 0.08 0.05 -0.03 0.357
H -1.7158 4.5592 -1.1554 0.08 0.06 0.00 0.349
H -4.0527 5.3793 -1.0158 -0.12 0.06 -0.05 0.406
H -4.0314 3.6235 -1.1818 -0.08 -0.08 -0.07 0.297
H -4.3445 4.3581 0.3913 -0.11 -0.01 0.07 0.324
H -1.9798 0.1062 1.4663 -0.11 0.06 0.13 0.463
```
Forces are in eV/Å.